Run A
Here is an isolated molecule of C3H3NO from the Open Molecules 2025 dataset. Energies are from ωB97M-V/def2-TZVPD.

Computed properties:
molecular weight	69.1	g/mol
frontier orbital gap	10.165	eV
SMILES string	CC(=O)C#N

```
8
Properties=species:S:1:pos:R:3:lowdin_charge:R:1
C 1.07997 1.13976 0.01771 -0.0282
C 0.40697 -0.25160 -0.14793 -0.4166
O 1.07684 -1.25854 0.06068 0.1047
C -1.01096 -0.03518 -0.06656 -0.1256
N -2.19173 0.07514 0.06483 0.1892
H 1.54552 1.25986 1.03297 0.1056
H 1.97413 1.20176 -0.61850 0.0842
H 0.35190 1.96284 -0.17307 0.0868
```

---

Run B
Here is an isolated molecule of C3H3NO from the Open Molecules 2025 dataset. Energies are from ωB97M-V/def2-TZVPD.

Computed properties:
molecular weight	69.1	g/mol
frontier orbital gap	11.331	eV

```
8
Properties=species:S:1:pos:R:3:lowdin_charge:R:1
O -2.00392 0.47979 -0.36941 0.0733
C -0.89886 0.59653 0.08776 -0.2431
C 0.07268 -0.57593 0.19814 -0.1763
C 2.13635 0.39277 -0.91769 0.0398
N 1.36286 -0.13599 -0.20570 -0.0817
H -0.50560 1.56658 0.45181 0.1289
H -0.25697 -1.37335 -0.47096 0.1317
H 0.09347 -0.95040 1.22604 0.1274
```

---

Short version: run A, run B, most stable first.

---

Run A
Here is a cluster of 2 separate species, C3H3NO in total from the Open Molecules 2025 dataset. Energies are from ωB97M-V/def2-TZVPD.

Computed properties:
molecular weight	69.1	g/mol
frontier orbital gap	12.132	eV

```
8
Properties=species:S:1:pos:R:3:lowdin_charge:R:1
C -0.60137 -0.20317 0.33096 -0.2809
C 0.67482 -2.35353 -1.66744 -0.0559
C -0.33985 1.14451 0.65583 -0.0800
N -0.86932 -1.29600 0.07464 0.1238
O 1.70278 -1.90594 -1.55563 0.0163
H 0.11652 1.68762 -0.18771 0.0960
H 0.53907 1.26402 1.24736 0.0723
H -1.22264 1.66249 1.10199 0.1084
```

---

Run B
Here is a cluster of 2 separate species, C3H3NO in total from the Open Molecules 2025 dataset. Energies are from ωB97M-V/def2-TZVPD.

Computed properties:
molecular weight	69.1	g/mol
frontier orbital gap	10.032	eV
SMILES string	C#CO.C#N

```
8
Properties=species:S:1:pos:R:3:lowdin_charge:R:1
C -1.51640 1.19440 -0.25760 0.0884
C -1.40719 0.17936 -0.93989 -0.3266
O -1.74737 -0.84459 -1.67843 0.0256
H -1.65045 2.05206 0.36438 0.0144
H -0.90398 -1.45911 -1.64447 0.1779
C 2.42205 -0.38097 1.37136 -0.1155
N 1.87078 -0.81162 0.48891 0.0407
H 2.93256 0.07047 2.29575 0.0951
```

---

Run C
Here is an isolated molecule of C3H3NO from the Open Molecules 2025 dataset. Energies are from ωB97M-V/def2-TZVPD.

Computed properties:
molecular weight	69.1	g/mol
frontier orbital gap (spin up / spin down)	7.708 / 7.710	eV

```
8
Properties=species:S:1:pos:R:3:lowdin_charge:R:1
C -0.29258 1.10891 -0.20887 -0.2443
C 0.54167 1.02152 0.79569 0.3243
C -0.10124 -1.23907 -0.42609 -0.3927
N -0.48851 -0.06625 -0.85489 0.0297
O 0.66779 -1.47391 0.56691 -0.0481
H -0.81091 2.07884 -0.42474 0.1382
H 1.12461 0.66465 1.56353 0.0423
H -0.64086 -2.09470 -1.01155 0.1506
```

---

Short version: run A, run B, run C, most stable first.